Formula: C9H24O7V
Source: the Open Molecules 2025 dataset
Level of theory: ωB97M-V/def2-TZVPD

Structure (XYZ):
```
41
Properties=species:S:1:pos:R:3
V -0.6717 0.1079 0.5821
C -3.0815 0.3811 1.5358
O -4.3112 0.3684 1.6280
O -2.4260 1.2739 0.8064
O -2.2671 -0.5240 2.0612
C 0.8621 -3.2879 1.9460
C 0.9667 -1.7854 2.1405
O 1.1176 -1.1309 0.8635
H 1.8368 -3.6912 1.6547
H 0.0689 -3.5078 1.2374
H 0.6384 -3.7982 2.8857
H 1.7857 -1.4879 2.8039
H 0.0667 -1.4179 2.6421
H 1.9787 -1.3625 0.5076
C 1.6131 1.9122 -2.7660
C 0.8286 0.7305 -2.2142
O -0.2063 1.1629 -1.3247
H 0.9297 2.6012 -3.2625
H 2.3909 1.5641 -3.4450
H 2.1043 2.4753 -1.9696
H 1.4649 0.0257 -1.6857
H 0.3593 0.2056 -3.0527
H -0.8529 1.6942 -1.7998
C -1.7188 -2.2634 -2.9570
C -1.0383 -2.3704 -1.6016
O -1.5452 -1.3930 -0.6937
H -1.2656 -2.9115 -3.7078
H -1.6051 -1.2488 -3.3600
H -2.7943 -2.4397 -2.9264
H 0.0340 -2.2127 -1.6851
H -1.2360 -3.3788 -1.2243
H -2.5091 -1.4157 -0.7650
C 1.6039 3.6346 1.8215
C 0.2635 2.9083 1.7853
O 0.4710 1.4904 1.8839
H 2.2586 3.1646 1.0843
H 2.0969 3.5855 2.7973
H 1.5247 4.6998 1.6023
H -0.1885 3.0965 0.8168
H -0.3827 3.2321 2.5989
H 0.8350 1.3127 2.7559
```

HOMO (alpha / beta), eV: -6.53 / -6.67
DFT total energy, a.u.: -1828.011558
E_LUMO (alpha / beta), eV: -0.23 / -0.24
Multiplicity: 4
Strongest force on any atom, Eh/bohr: 0.055
Charge: 0
HOMO-LUMO gap (alpha / beta), eV: 6.30 / 6.44
Energy above the lowest of the compared OMol25 structures with the same formula, charge and spin, kJ/mol: 13.2

Formula: C9H25AlN3O3S
Source: the Open Molecules 2025 dataset
Level of theory: ωB97M-V/def2-TZVPD

Structure (XYZ):
```
42
Properties=species:S:1:pos:R:3
O 3.8954 3.0467 -2.7266
Al 5.1816 3.7471 -3.7043
N 5.4578 5.6031 -3.1716
C 5.4739 6.4853 -3.9573
S 5.4666 7.7087 -4.9806
H 3.0327 3.4424 -2.9254
H 4.8204 3.7195 -5.2720
H 6.5367 2.9323 -3.4053
C 1.3877 -1.8302 -2.2445
C 2.0137 -0.5543 -1.6840
C 1.2255 0.0444 -0.5118
O 0.0362 0.7262 -0.8706
C -1.0898 -0.0897 -1.0841
N 2.2349 0.3911 -2.7724
H 0.5202 -1.6087 -2.8669
H 2.1104 -2.3504 -2.8718
H 1.0754 -2.5104 -1.4474
H 2.9971 -0.8189 -1.2827
H 1.8535 0.7953 -0.0288
H 0.9945 -0.7277 0.2386
H -1.0878 -0.9560 -0.4104
H -1.1555 -0.4405 -2.1179
H -1.9766 0.5126 -0.8787
H 2.7605 1.1985 -2.4302
H 1.3306 0.7733 -3.0377
C -4.7780 -1.1458 3.2842
C -3.5417 -1.1447 2.3903
C -2.6769 -2.4030 2.5313
O -1.8871 -2.4537 3.7013
C -2.5416 -2.9157 4.8635
N -2.7881 0.0886 2.6228
H -4.5221 -0.9280 4.3211
H -5.4752 -0.3768 2.9545
H -5.2920 -2.1087 3.2517
H -3.8860 -1.1252 1.3515
H -1.9651 -2.4212 1.7020
H -3.2929 -3.3102 2.4540
H -3.2764 -3.6912 4.6235
H -3.0405 -2.1073 5.4047
H -1.7813 -3.3435 5.5160
H -2.0282 0.1433 1.9495
H -2.3225 0.0036 3.5225
```

HOMO, eV: -5.16
DFT total energy, a.u.: -1388.630471
E_LUMO, eV: 2.07
Multiplicity: 1
Strongest force on any atom, Eh/bohr: 0.016
Charge: -1
HOMO-LUMO gap, eV: 7.23

Formula: C9H26F6N2O12S2V2
Source: the Open Molecules 2025 dataset
Level of theory: ωB97M-V/def2-TZVPD

Structure (XYZ):
```
59
Properties=species:S:1:pos:R:3
V 11.9696 -27.0370 5.8155
V 14.1143 -25.0581 3.1939
N 16.4656 -25.9560 6.2551
H 16.4254 -26.8945 5.8840
H 17.2049 -25.3999 5.8497
H 16.5438 -26.0452 7.2581
H 15.5522 -25.5359 6.1585
N 14.4254 -25.1410 9.1728
H 13.8667 -25.2904 8.3447
H 15.3728 -25.4575 9.0235
H 14.0943 -25.6442 9.9835
H 14.4666 -24.1630 9.4217
C 18.5773 -23.3656 2.1148
F 19.8484 -23.5678 2.4668
F 18.3462 -22.1106 2.5400
F 18.3527 -23.3975 0.7937
S 17.4450 -24.6672 3.0742
O 17.7246 -25.9981 2.5122
O 17.8388 -24.6124 4.4814
O 16.0450 -24.2954 2.8179
C 9.7213 -26.1798 1.4829
F 10.2571 -25.3418 0.6642
F 8.8022 -25.6908 2.3020
F 9.1207 -27.1478 0.7655
S 11.1876 -27.0082 2.5049
O 10.6602 -27.1107 3.8879
O 11.4438 -28.2862 1.8907
O 12.3828 -26.0899 2.4026
C 13.4582 -24.7694 5.7815
O 12.6027 -25.0192 4.9246
O 14.4824 -24.3020 5.2474
O 13.4321 -25.5531 6.7035
C 7.8369 -22.1509 5.4846
C 8.7276 -22.9547 4.6011
O 9.9126 -23.1714 5.3893
H 7.5906 -22.7925 6.3306
H 6.9137 -21.9488 4.9415
H 8.1993 -21.2398 5.9606
H 8.9431 -22.3766 3.7025
H 8.2946 -23.8821 4.2261
H 10.5726 -23.3975 4.7299
C 17.3067 -20.8262 7.0451
C 16.7920 -22.0246 6.1967
O 15.3963 -21.9367 5.9846
H 16.7173 -20.7520 7.9590
H 17.2322 -19.9032 6.4700
H 18.3122 -20.9641 7.4427
H 17.1351 -22.9348 6.6885
H 17.2787 -22.0169 5.2214
H 15.0577 -22.8059 5.7577
C 9.0141 -26.1853 8.6051
C 10.3080 -25.7195 7.9325
O 10.1362 -25.8779 6.5442
H 8.1817 -25.5387 8.3276
H 9.1308 -26.0692 9.6826
H 8.8499 -27.2365 8.3682
H 11.1876 -26.2751 8.2578
H 10.4658 -24.6621 8.1448
H 10.0053 -25.0278 6.1178
```

HOMO (alpha / beta), eV: -14.73 / -14.73
DFT total energy, a.u.: -4653.885130
E_LUMO (alpha / beta), eV: -8.05 / -8.26
Multiplicity: 7
Strongest force on any atom, Eh/bohr: 0.162
Charge: +2
HOMO-LUMO gap (alpha / beta), eV: 6.68 / 6.47

Formula: C9H26N7NaO6
Source: the Open Molecules 2025 dataset
Level of theory: ωB97M-V/def2-TZVPD

Structure (XYZ):
```
49
Properties=species:S:1:pos:R:3
Na 0.0648 -0.7529 0.9252
C -2.2880 3.2986 3.5138
C -2.2041 1.8884 4.0494
O -1.1653 1.3311 3.9504
O -3.2120 1.4000 4.6040
H -1.4815 3.3841 2.7855
H -2.2302 3.9401 4.3931
H -3.1884 3.3672 2.9034
C -2.6223 -0.3606 -3.0519
C -2.9074 0.8380 -2.1697
C -4.0017 1.7179 -2.7912
O -4.3431 2.7122 -1.7583
C -3.7540 3.9457 -2.0072
N -3.1777 0.2478 -0.8484
H -1.9082 -1.0646 -2.6247
H -2.2015 -0.1280 -4.0302
H -3.5740 -0.8898 -3.1004
H -1.9712 1.3945 -2.1253
H -4.9499 1.2891 -3.1154
H -3.5694 2.1432 -3.6969
H -3.9765 4.6941 -1.2466
H -3.9162 4.4592 -2.9549
H -2.6701 3.9413 -1.8922
H -3.8329 -0.5207 -0.8666
H -3.8031 0.9876 -0.5628
C 0.1886 -5.9950 -0.1825
O 0.1039 -4.9278 0.3920
N -0.6084 -6.2852 -1.1885
N 1.0359 -6.9614 -0.0488
H -1.0557 -5.4179 -1.4489
H -0.3176 -6.9909 -1.8499
H 1.5869 -6.9525 0.7977
H 0.8555 -7.6927 -0.7216
C 4.9984 -2.0005 1.3608
O 4.0210 -1.6707 0.7204
N 6.2440 -1.9124 0.9392
N 5.0728 -2.7959 2.3877
H 6.3925 -1.5370 0.0133
H 6.8547 -2.4780 1.5113
H 5.8703 -2.7279 3.0037
H 4.1635 -3.0448 2.7498
C 2.9500 3.1268 0.1874
O 1.8409 2.9309 -0.2513
N 3.1895 3.1670 1.4945
N 4.0316 3.4382 -0.5104
H 2.3638 2.9924 2.0493
H 4.1082 3.4750 1.7796
H 4.1637 3.2540 -1.4947
H 4.8304 3.7427 0.0275
```

HOMO, eV: -5.73
DFT total energy, a.u.: -1355.513312
E_LUMO, eV: -0.98
Multiplicity: 1
Strongest force on any atom, Eh/bohr: 0.138
Charge: 0
HOMO-LUMO gap, eV: 4.76
Energy above the lowest of the compared OMol25 structures with the same formula, charge and spin, kJ/mol: 61.3

Formula: C9H27AgFO12P3
Source: the Open Molecules 2025 dataset
Level of theory: ωB97M-V/def2-TZVPD

Structure (XYZ):
```
53
Properties=species:S:1:pos:R:3
Ag -15.1959 -9.7720 -17.8125
F -14.5977 -11.6270 -16.7095
C -11.9310 -10.4049 -15.9414
O -11.9702 -8.9879 -15.6908
P -13.2433 -8.3401 -15.0429
O -14.4575 -8.4518 -15.8751
O -12.8044 -6.8710 -14.6822
C -12.1157 -6.0693 -15.6478
O -13.3580 -9.0367 -13.6400
C -14.3203 -8.5462 -12.6931
H -10.9138 -10.7869 -15.9371
H -12.3667 -10.6383 -16.9110
H -12.5334 -10.9141 -15.1943
H -11.4087 -6.6345 -16.2504
H -11.6204 -5.2788 -15.0906
H -12.8115 -5.5743 -16.3291
H -15.1023 -7.9244 -13.1306
H -13.7899 -7.9188 -11.9741
H -14.7525 -9.3759 -12.1401
C -16.5092 -16.7262 -21.5652
O -15.2888 -16.9337 -20.8397
P -15.1445 -16.3234 -19.3778
O -15.6686 -17.1389 -18.2856
O -13.5895 -16.0122 -19.2799
C -12.6794 -17.1048 -19.3370
O -15.7701 -14.8828 -19.5402
C -15.6306 -13.9149 -18.4810
H -16.9547 -17.7071 -21.7148
H -16.2674 -16.2892 -22.5344
H -17.2041 -16.0332 -21.0977
H -11.7335 -16.7328 -19.7238
H -12.9805 -17.9599 -19.9444
H -12.5170 -17.5028 -18.3331
H -15.1509 -14.3250 -17.5942
H -16.6364 -13.5942 -18.2239
H -15.0077 -13.0935 -18.8224
C -14.0910 -13.2230 -13.8885
O -15.3344 -13.4785 -13.2057
P -15.9406 -12.3964 -12.2375
O -14.9607 -11.6182 -11.4694
O -16.9731 -11.5677 -13.1057
C -16.4983 -10.8104 -14.2265
O -16.8992 -13.2843 -11.3533
C -17.3173 -12.8264 -10.0710
H -13.7367 -12.2119 -13.6943
H -14.3127 -13.3345 -14.9469
H -13.3121 -13.9191 -13.5834
H -15.4136 -10.7433 -14.2759
H -16.8502 -9.7915 -14.0430
H -16.9198 -11.1396 -15.1717
H -16.8857 -11.8728 -9.7671
H -16.9213 -13.5373 -9.3419
H -18.4025 -12.8236 -10.0154
```

HOMO, eV: -10.06
DFT total energy, a.u.: -2533.135681
E_LUMO, eV: -1.27
Multiplicity: 1
Strongest force on any atom, Eh/bohr: 0.029
Charge: 0
HOMO-LUMO gap, eV: 8.79

Formula: C9H27Be2ClN3O5
Source: the Open Molecules 2025 dataset
Level of theory: ωB97M-V/def2-TZVPD

Structure (XYZ):
```
47
Properties=species:S:1:pos:R:3
Be -11.0691 18.1349 9.7843
Be -10.9240 23.9196 11.0454
N -14.7136 22.9433 6.1919
H -15.3485 23.7365 6.2910
H -14.5679 22.5984 7.1631
H -13.7837 23.0779 5.7892
H -15.1458 22.1149 5.7687
N -14.5842 21.0913 13.2636
H -14.1622 20.2946 13.7461
H -14.5009 21.9840 13.7566
H -15.6120 21.0036 13.1070
H -14.0280 21.1386 12.3780
Cl -13.4789 21.1913 9.5731
O -14.8433 21.1572 9.1416
O -13.2224 22.0769 10.7102
O -13.3137 19.8651 10.2496
O -12.5482 21.5556 8.5531
C -19.3563 20.8402 11.0314
C -18.8126 21.4305 12.3826
C -19.9245 22.1663 13.0924
C -20.8856 21.2193 13.7185
C -20.0741 20.2378 14.6578
C -18.9478 19.4858 14.0328
N -18.1046 20.4298 13.2564
O -17.0983 19.7603 12.5801
C -18.0376 18.9168 15.2078
C -19.5130 18.3241 13.1881
C -17.6877 22.5268 12.1797
H -19.0410 21.5542 10.2703
H -20.4294 20.6676 10.9767
H -18.8997 19.8822 10.7777
H -19.4502 22.8831 13.7770
H -20.5769 22.8208 12.4882
H -21.4542 20.6299 12.9853
H -21.6457 21.7474 14.2954
H -20.7334 19.6097 15.2570
H -19.6750 20.9262 15.4198
H -18.6635 18.2268 15.7796
H -17.2122 18.2705 14.9011
H -17.6779 19.6622 15.9147
H -20.1892 17.6375 13.6990
H -19.9272 18.6364 12.2314
H -18.6755 17.6386 12.9978
H -17.1539 22.7894 13.0941
H -18.1504 23.3988 11.7234
H -16.9371 22.0466 11.5458
H -17.5914 19.0671 12.0836
```

HOMO, eV: -21.46
DFT total energy, a.u.: -1386.331005
E_LUMO, eV: -19.81
Multiplicity: 1
Strongest force on any atom, Eh/bohr: 0.113
Charge: +5
HOMO-LUMO gap, eV: 1.65
Energy above the lowest of the compared OMol25 structures with the same formula, charge and spin, kJ/mol: 199.0

Formula: C9H27InO6
Source: the Open Molecules 2025 dataset
Level of theory: ωB97M-V/def2-TZVPD

Structure (XYZ):
```
43
Properties=species:S:1:pos:R:3
In -0.7691 -0.3505 0.2864
C -1.3587 2.8472 -1.1882
C -2.5481 1.9604 -1.2166
C -2.8191 1.2568 -2.5413
O -2.2121 0.9084 -0.2839
H -1.0436 3.2041 -0.2203
H -1.4399 3.8370 -1.7429
H -0.5162 2.3443 -1.5215
H -3.4519 2.2949 -0.7569
H -3.1572 1.9911 -3.3119
H -3.7315 0.5640 -2.4797
H -1.9602 0.8144 -3.0447
C 0.6609 -3.6210 -0.6372
C 1.0232 -2.9688 0.7142
C 2.5214 -2.6068 0.7928
O 0.1952 -1.8807 1.0699
H 1.2426 -3.2109 -1.4548
H -0.3974 -3.5178 -0.5814
H 0.8746 -4.6941 -0.6498
H 0.7071 -3.6980 1.5177
H 2.7077 -2.2767 1.7994
H 2.7679 -1.6645 0.1959
H 3.2474 -3.3999 0.6315
C 2.1856 2.7897 0.3470
C 2.0436 1.3009 0.5716
C 2.0775 1.0145 2.0595
O 0.7391 0.9422 0.1274
H 1.6460 3.3894 1.1550
H 1.9295 3.2178 -0.5817
H 3.2594 3.0817 0.4483
H 2.7478 0.8125 -0.0877
H 1.7574 0.0214 2.3133
H 1.2787 1.5770 2.4937
H 3.0254 1.0983 2.5586
O -1.1812 0.1930 2.2455
H -0.6500 0.2059 3.0369
H -1.9588 0.7131 2.5595
O -2.4156 -1.7249 0.3982
H -3.3463 -1.5854 0.4059
H -2.2672 -2.5725 0.8693
O -0.2530 -0.7835 -1.7398
H -0.7732 -1.5300 -2.0244
H -0.3876 -0.2941 -2.5330
```

HOMO, eV: -7.77
DFT total energy, a.u.: -1000.590075
E_LUMO, eV: -0.14
Multiplicity: 1
Strongest force on any atom, Eh/bohr: 0.078
Charge: 0
HOMO-LUMO gap, eV: 7.63
Energy above the lowest of the compared OMol25 structures with the same formula, charge and spin, kJ/mol: 0.0

Formula: C9H27N6O7P
Source: the Open Molecules 2025 dataset
Level of theory: ωB97M-V/def2-TZVPD

Structure (XYZ):
```
50
Properties=species:S:1:pos:R:3
C -3.4093 2.7955 -0.6297
N -2.3791 2.6310 -1.6680
C -1.4999 3.7637 -1.8995
P -2.3287 1.2372 -2.6011
O -2.8732 1.4231 -3.9593
N -0.6955 0.7450 -2.5923
C 0.2134 0.9568 -1.4809
C -0.0290 0.4113 -3.8469
N -3.1123 0.0970 -1.6943
C -4.0885 -0.7995 -2.3181
C -2.7358 -0.2999 -0.3558
H -3.5669 3.8663 -0.5222
H -3.0963 2.3436 0.3137
H -4.3622 2.3308 -0.8807
H -1.6185 4.0958 -2.9368
H -0.4486 3.4616 -1.8549
H -1.6367 4.5916 -1.2126
H 0.4941 2.0034 -1.2782
H -0.2680 0.5914 -0.5804
H 1.2181 0.5699 -1.6422
H -0.7342 -0.0337 -4.5512
H 0.4438 1.2747 -4.3204
H 0.6534 -0.4170 -3.6404
H -3.9130 -0.8605 -3.3883
H -4.0011 -1.8094 -1.9117
H -5.0965 -0.4663 -2.0530
H -2.2676 0.4936 0.2230
H -2.0517 -1.1556 -0.2692
H -3.6569 -0.6150 0.1437
C 1.8857 -1.3721 0.4342
N 1.6358 -2.7554 -0.0454
O 1.1039 -2.8960 -1.1159
O 2.0448 -3.6457 0.6665
H 0.9651 -0.8108 0.2913
H 2.5212 -0.9144 -0.3192
H 2.1685 -1.4103 1.4741
C 5.7833 0.7576 3.2189
N 4.5997 0.1734 2.5540
O 4.5297 0.2156 1.3538
O 3.7961 -0.3589 3.2797
H 5.3475 1.5050 3.8835
H 6.4127 1.2839 2.5122
H 6.2593 -0.0383 3.7787
C 1.4075 -2.8898 4.0890
N 0.7104 -3.8225 5.0213
O -0.4981 -3.8019 4.9753
O 1.3802 -4.5321 5.7213
H 0.8518 -2.6666 3.1853
H 2.3806 -3.3076 3.8499
H 1.5612 -1.9393 4.5988
```

HOMO, eV: -8.45
DFT total energy, a.u.: -1555.414445
E_LUMO, eV: -0.43
SMILES string: CN(C)P(=O)(N(C)C)N(C)C.C[N+](=O)[O-].C[N+](=O)[O-].C[N+](=O)[O-]
Multiplicity: 1
Strongest force on any atom, Eh/bohr: 0.032
Charge: 0
HOMO-LUMO gap, eV: 8.02

Formula: C9H27N9O18
Source: the Open Molecules 2025 dataset
Level of theory: ωB97M-V/def2-TZVPD

Structure (XYZ):
```
63
Properties=species:S:1:pos:R:3
C -3.1121 4.4793 0.2471
N -2.1529 3.4386 0.7077
O -1.9254 2.4606 -0.0208
O -1.8001 3.5578 1.8985
H -2.8447 5.4837 0.5753
H -4.0944 4.2788 0.6750
H -2.9623 4.5024 -0.8324
C 0.2522 -0.5570 0.5085
N -0.2876 0.6401 -0.2413
O -0.9958 1.4266 0.2562
O 0.1626 0.8554 -1.3666
H 0.4774 -1.3962 -0.1497
H -0.4263 -1.0129 1.2295
H 1.1340 -0.1099 0.9675
C 3.4411 -2.4026 1.7241
N 2.0337 -2.1729 1.4688
O 1.7320 -1.7501 0.3700
O 1.2217 -2.4582 2.3629
H 3.5747 -2.7573 2.7461
H 4.0901 -1.5326 1.6246
H 3.7978 -3.1105 0.9759
C 0.2065 -3.0685 -0.8641
N 1.0908 -4.0117 -1.5943
O 0.5962 -4.8712 -2.3316
O 2.3205 -3.7745 -1.6026
H -0.7590 -3.5738 -0.8374
H 0.0429 -2.1176 -1.3711
H 0.6905 -3.0467 0.1123
C 3.8146 -0.8653 -1.5227
N 2.5158 -0.5835 -0.9332
O 2.3781 0.3837 -0.1564
O 1.5556 -1.2252 -1.3787
H 3.8292 -1.6837 -2.2425
H 4.5086 -1.0054 -0.6939
H 3.9867 0.0526 -2.0847
C 0.9111 1.9986 1.6968
N 2.1285 2.3574 2.4575
O 2.2427 3.5727 2.8401
O 2.9345 1.5354 2.8321
H 1.2118 1.0557 1.2398
H 0.6610 2.7656 0.9638
H 0.0918 1.9479 2.4139
C -3.0960 1.1541 -0.6007
N -4.2608 0.1688 -0.6257
O -4.4007 -0.5908 0.3305
O -4.9994 0.1728 -1.6164
H -3.4840 1.7522 -1.4252
H -2.2535 0.4741 -0.7271
H -2.8860 1.5985 0.3722
C -0.5421 2.5510 -2.8182
N -0.5601 2.1642 -4.2151
O -1.2546 2.8741 -4.8951
O 0.0213 1.1365 -4.4480
H -1.3846 3.2209 -2.6461
H 0.4348 2.9158 -2.5008
H -0.9286 1.6883 -2.2755
C -1.1375 -2.8941 2.8452
N -1.3828 -2.4758 1.4406
O -0.4372 -2.4623 0.6806
O -2.5091 -2.0711 1.1242
H -2.0732 -3.0641 3.3779
H -0.4787 -2.1676 3.3210
H -0.6614 -3.8509 2.6313
```

HOMO, eV: -7.76
DFT total energy, a.u.: -2204.290861
E_LUMO, eV: -1.69
Multiplicity: 1
Strongest force on any atom, Eh/bohr: 0.385
Charge: 0
HOMO-LUMO gap, eV: 6.07
Energy above the lowest of the compared OMol25 structures with the same formula, charge and spin, kJ/mol: 2905.3